Molecular formula: C33H63F3IN3O10PS2
Method: DFT, ωB97M-V with the def2-TZVPD basis set

spin multiplicity	1
charge	+1
lowest unoccupied orbital energy	-5.2	eV
HOMO-LUMO gap	5.610	eV
HOMO energy	-10.82	eV

Geometry as XYZ:
```
116
Properties=species:S:1:pos:R:3:forces:R:3
C -4.101 3.092 -1.803 -0.455 -0.504 -0.353
C -4.123 1.582 -2.278 0.057 1.051 0.273
N -2.854 0.842 -1.962 -0.360 -0.716 0.254
C -2.445 0.085 -3.176 0.384 -0.224 -0.530
C -1.136 -0.786 -2.998 -0.815 -0.336 -0.639
C -3.101 -0.023 -0.825 0.399 -0.422 0.044
S -3.717 -1.547 -0.892 0.492 1.384 0.186
S -2.657 0.705 0.809 0.334 -0.054 -1.141
C -1.065 1.566 0.371 -0.482 0.149 -0.322
C -0.527 2.426 1.570 -0.176 -0.529 -0.076
C 0.641 3.382 1.070 0.106 0.281 -0.166
C 1.240 2.960 -0.314 1.123 -0.853 0.654
C 2.338 1.954 -0.229 0.131 0.473 -2.213
O 2.734 1.438 0.987 -0.357 1.073 -1.091
C 2.993 1.495 -1.441 -2.872 1.237 -0.656
C 4.130 0.440 -1.401 0.968 0.640 0.539
O 5.133 0.715 -0.825 -0.564 0.166 -0.347
O 4.052 -0.809 -2.048 -1.253 -0.170 1.615
C 3.153 -1.660 -1.376 -0.479 -0.978 -1.127
F 3.184 -1.487 -0.025 -0.341 0.092 -1.798
F 3.412 -2.960 -1.652 0.020 2.088 0.307
F 1.907 -1.391 -1.894 1.040 -0.221 1.316
C 2.490 2.087 -2.717 -0.787 0.361 1.350
I 3.462 1.352 -4.502 -0.551 0.450 1.076
C 1.402 3.094 -2.737 2.096 -1.368 1.366
P 0.968 3.733 -4.430 -0.411 -0.495 -4.005
O 0.504 2.590 -5.271 0.433 0.993 1.629
O 2.337 4.404 -5.100 -1.850 -0.437 2.395
O -0.177 4.901 -4.514 1.135 -1.194 0.812
N 0.802 3.472 -1.517 1.434 -1.541 0.804
C -0.322 4.441 -1.519 -0.428 0.900 -0.497
C 0.241 5.902 -1.682 0.256 0.358 -0.532
N -0.476 6.842 -2.163 0.191 -1.588 0.818
H -3.793 3.196 -0.727 -0.338 -0.108 -1.002
H -3.425 3.701 -2.472 -0.571 -0.635 0.738
H -5.150 3.489 -1.945 1.152 -0.232 0.313
H -4.207 1.609 -3.400 -0.218 -0.275 1.161
H -4.965 1.000 -1.804 0.549 0.838 -0.784
H -2.235 0.854 -3.975 -0.311 -0.652 0.864
H -3.314 -0.540 -3.534 0.925 0.434 0.300
H -1.406 -1.852 -3.227 0.395 0.922 0.355
H -0.410 -0.466 -3.790 -0.334 -0.251 0.978
H -0.706 -0.769 -1.964 -0.318 0.209 -0.953
H -0.332 0.765 0.063 -0.611 0.901 0.401
H -1.305 2.190 -0.535 0.275 -0.643 0.906
H -1.320 3.071 2.049 0.679 -0.755 -0.711
H -0.182 1.712 2.373 -0.115 0.885 -0.853
H 0.273 4.447 1.052 0.522 -1.141 -0.144
H 1.480 3.355 1.818 -0.810 0.108 -0.822
H 3.212 2.150 1.456 -0.128 -0.508 0.047
H 3.079 4.370 -4.466 -0.142 0.210 -0.465
H -0.986 4.433 -4.819 0.547 0.324 -0.045
H -0.959 4.428 -0.602 0.926 -0.483 -0.590
H -1.011 4.123 -2.354 0.817 0.630 0.803
H 1.333 6.113 -1.408 -1.427 -0.462 -0.189
H -1.400 6.406 -2.344 0.206 0.758 -0.242
C 1.503 -6.976 3.044 -0.067 0.108 0.055
C 2.178 -7.343 1.735 0.016 0.000 0.097
O 1.750 -6.548 0.638 -0.061 -0.023 -0.205
C 1.980 -5.155 0.751 0.033 0.006 0.056
C 3.446 -4.787 0.902 0.128 -0.140 0.088
H 0.417 -7.055 2.950 0.053 -0.040 0.002
H 1.834 -7.643 3.843 -0.020 0.018 -0.057
H 1.731 -5.952 3.347 0.075 -0.040 0.057
H 1.928 -8.375 1.483 -0.043 0.121 -0.170
H 3.269 -7.305 1.828 -0.009 0.048 0.065
H 1.383 -4.738 1.570 0.063 0.037 0.061
H 1.597 -4.705 -0.168 -0.069 -0.200 -0.018
H 3.881 -5.202 1.814 -0.043 0.077 0.021
H 3.564 -3.703 0.941 -0.005 -0.079 0.031
H 4.026 -5.174 0.060 -0.047 0.048 0.019
C 1.015 -3.575 6.823 0.014 0.132 0.017
C -0.049 -4.340 6.056 0.064 0.040 0.000
O -1.309 -3.685 6.025 -0.154 -0.070 0.038
C -1.334 -2.401 5.424 0.045 0.009 -0.015
C -0.900 -2.399 3.968 0.107 -0.126 -0.076
H 0.688 -3.392 7.849 0.018 -0.057 -0.042
H 1.947 -4.145 6.849 -0.063 0.005 0.008
H 1.229 -2.606 6.370 0.066 -0.042 -0.042
H -0.214 -5.302 6.544 -0.195 0.085 -0.037
H 0.284 -4.565 5.036 0.065 0.049 0.001
H -0.738 -1.696 6.013 0.072 0.017 -0.055
H -2.368 -2.055 5.485 0.013 -0.174 0.099
H 0.135 -2.727 3.849 0.016 0.081 0.017
H -0.982 -1.394 3.547 -0.055 -0.035 0.018
H -1.526 -3.076 3.382 -0.008 0.080 0.024
C -6.280 -6.807 -1.902 -0.133 -0.003 -0.006
C -5.387 -5.889 -1.087 -0.043 -0.075 0.014
O -6.015 -4.674 -0.705 0.130 0.232 -0.079
C -7.179 -4.793 0.099 -0.054 -0.072 0.069
C -6.936 -5.495 1.424 0.129 -0.096 0.023
H -6.635 -6.296 -2.800 0.058 -0.022 0.026
H -5.731 -7.702 -2.202 -0.009 0.061 0.012
H -7.158 -7.127 -1.339 0.058 -0.070 0.020
H -4.521 -5.609 -1.691 -0.070 0.171 0.072
H -4.993 -6.404 -0.204 -0.061 -0.059 -0.009
H -7.980 -5.283 -0.465 0.005 -0.074 0.041
H -7.521 -3.775 0.297 0.152 0.016 -0.140
H -6.603 -6.525 1.285 -0.097 -0.005 0.010
H -7.854 -5.518 2.015 0.039 0.029 -0.038
H -6.163 -4.975 1.995 -0.070 0.010 -0.021
C 6.243 7.096 0.471 0.001 0.111 0.035
C 5.177 6.321 -0.282 0.110 0.089 -0.009
O 3.907 6.961 -0.292 -0.315 -0.250 0.017
C 3.857 8.253 -0.890 0.032 0.146 -0.119
C 4.270 8.262 -2.352 0.125 -0.152 -0.012
H 5.929 7.274 1.502 0.017 -0.052 -0.045
H 7.181 6.538 0.482 -0.065 0.013 0.000
H 6.438 8.068 0.017 0.060 -0.062 -0.048
H 5.030 5.355 0.207 -0.170 0.060 -0.001
H 5.498 6.102 -1.306 0.065 0.067 -0.001
H 4.452 8.964 -0.309 0.057 -0.040 -0.038
H 2.820 8.588 -0.816 0.016 -0.172 0.127
H 5.307 7.947 -2.485 0.006 0.106 0.003
H 4.171 9.266 -2.768 -0.036 -0.063 0.027
H 3.644 7.578 -2.931 -0.033 0.086 0.002
```
Forces are in eV/Å.

Molecular formula: C6H12N3O2
Method: DFT, ωB97M-V with the def2-TZVPD basis set

spin multiplicity	3
charge	+1
lowest unoccupied orbital energy (alpha / beta)	-2.7 / -7.2	eV
HOMO-LUMO gap (alpha / beta)	6.458 / 6.817	eV
<S²>	2.01
energy relative to the best compared isomer or geometry (same formula, charge and spin)	66.9	kcal/mol
HOMO energy (alpha / beta)	-9.21 / -13.97	eV

Geometry as XYZ:
```
23
Properties=species:S:1:pos:R:3:forces:R:3
C -0.608 1.058 -1.236 2.531 -1.165 1.827
C 1.672 0.645 0.068 -7.235 3.766 4.697
C -0.465 -1.754 0.196 2.210 0.913 0.120
C -0.045 -1.360 1.636 -0.834 -1.086 -0.695
C -0.639 -0.346 0.734 2.461 -0.792 -1.247
C 0.126 0.841 0.141 -0.927 0.937 -0.558
N -1.687 1.772 -1.247 -1.532 0.291 -4.593
N 2.368 0.379 1.171 -0.130 -0.560 4.205
N -0.065 0.436 -2.257 -0.010 -0.427 -0.674
O 2.208 0.429 -1.000 4.297 -2.064 -7.037
O -0.679 0.459 -3.513 0.166 4.557 2.121
H 0.457 -1.904 -0.383 -0.524 0.161 -0.150
H -1.271 -2.388 -0.145 -0.204 0.055 0.703
H -0.741 -1.774 2.335 0.138 0.107 0.836
H 1.025 -1.357 1.870 -0.725 -0.328 -0.159
H -1.598 -0.072 0.899 -3.045 0.602 0.910
H -0.298 1.792 0.661 1.560 -1.263 -0.110
H -2.286 1.985 -0.474 0.160 0.161 0.358
H -2.057 1.897 -2.267 0.263 -0.174 2.710
H 1.794 0.376 2.089 1.844 -0.169 -2.126
H 3.343 0.635 1.191 0.157 0.139 0.238
H 0.951 0.198 -2.155 -0.874 -0.088 -0.504
H -0.698 -0.352 -3.923 0.255 -3.574 -0.871
```
Forces are in eV/Å.

Molecular formula: C10H16O
Method: DFT, ωB97M-V with the def2-TZVPD basis set

spin multiplicity	1
charge	0
SMILES string	Cc1ccc(O)cc1.CCC
lowest unoccupied orbital energy	0.9	eV
HOMO-LUMO gap	9.230	eV
energy relative to the best compared isomer or geometry (same formula, charge and spin)	44.3	kcal/mol
HOMO energy	-8.38	eV

Geometry as XYZ:
```
27
Properties=species:S:1:pos:R:3:forces:R:3
C 1.234 1.813 -2.644 1.292 -0.079 -0.452
C 0.708 0.513 -2.103 0.736 1.109 -0.498
C -0.294 0.610 -1.151 -0.365 -2.328 -0.150
C 1.244 -0.713 -2.551 -0.901 0.602 1.303
C -0.823 -0.597 -0.641 -0.858 -0.446 -1.070
C 0.670 -1.857 -2.043 1.604 -0.638 -1.052
C -0.420 -1.801 -1.194 -0.035 -0.486 0.029
O -1.059 -3.005 -1.003 0.023 0.149 0.460
H 2.281 1.729 -3.014 -0.578 -0.151 0.293
H 1.269 2.561 -1.851 -0.286 0.212 -0.264
H -0.774 1.526 -0.858 0.326 0.386 -0.047
H 2.103 -0.786 -3.217 -0.295 0.263 0.144
H -1.715 -0.698 -0.020 0.252 0.676 0.125
H 1.189 -2.780 -2.354 -1.007 0.110 0.345
H -1.846 -2.915 -0.449 0.230 0.184 -0.043
H 0.671 2.135 -3.519 -0.245 0.311 0.166
C -0.614 0.551 3.178 -0.845 -0.967 0.415
C -0.560 1.529 1.981 2.652 -0.823 0.152
C -0.188 -0.892 2.794 0.052 1.586 -0.074
H -0.034 0.801 4.074 0.426 0.719 -0.528
H -1.591 0.487 3.668 -0.380 0.066 -0.634
H -0.206 1.055 1.035 -0.743 -0.121 1.082
H -0.365 -0.974 1.743 -0.729 -0.712 -0.542
H 0.899 -0.969 2.800 0.031 -0.409 0.738
H 0.355 2.080 2.201 -0.258 0.996 -0.128
H -1.374 2.173 1.724 -0.623 0.344 0.399
H -0.760 -1.574 3.414 0.525 -0.553 -0.170
```
Forces are in eV/Å.

Molecular formula: C4H4O2
Method: DFT, ωB97M-V with the def2-TZVPD basis set

spin multiplicity	1
charge	0
SMILES string	C#CCOC=O
lowest unoccupied orbital energy	0.8	eV
HOMO-LUMO gap	10.666	eV
energy relative to the best compared isomer or geometry (same formula, charge and spin)	66.5	kcal/mol
HOMO energy	-9.88	eV

Geometry as XYZ:
```
10
Properties=species:S:1:pos:R:3:forces:R:3
O -2.485 0.837 0.268 0.158 -0.384 -0.118
C -2.096 -0.268 0.011 -0.015 0.367 0.000
O -0.804 -0.655 -0.030 0.222 0.332 -0.492
C 0.172 0.368 0.208 0.606 0.919 -0.816
C 1.501 -0.148 0.284 0.889 -1.357 1.323
C 2.608 -0.542 0.008 -0.331 0.499 -0.303
H -2.745 -1.123 -0.238 0.213 0.116 0.133
H 0.696 0.908 -0.657 -2.713 0.229 -0.462
H -0.235 1.137 0.860 0.433 -0.285 0.389
H 3.389 -0.515 -0.714 0.538 -0.435 0.345
```
Forces are in eV/Å.

Molecular formula: C4H12NOS
Method: DFT, ωB97M-V with the def2-TZVPD basis set

spin multiplicity	2
charge	0
lowest unoccupied orbital energy (alpha / beta)	0.7 / 0.5	eV
HOMO-LUMO gap (alpha / beta)	4.063 / 10.053	eV
<S²>	0.75
energy relative to the best compared isomer or geometry (same formula, charge and spin)	68.1	kcal/mol
HOMO energy (alpha / beta)	-3.38 / -9.56	eV

Geometry as XYZ:
```
19
Properties=species:S:1:pos:R:3:forces:R:3
C 0.375 -0.842 1.073 -0.183 -1.408 1.374
O 1.493 -0.622 1.973 -0.571 1.326 -1.773
C 0.579 -0.190 -0.251 -0.954 3.306 -0.023
C -0.435 0.980 -0.505 -0.991 -1.473 0.416
C -1.932 0.461 -0.364 0.815 0.274 2.631
S -2.625 -1.115 -0.916 0.758 -0.201 -0.712
N 1.961 0.392 -0.325 -1.202 -0.338 -0.985
H 0.280 -1.868 0.748 0.161 -0.842 0.808
H -0.578 -0.599 1.595 0.675 0.237 -0.501
H 1.589 -1.273 2.642 -0.228 -1.163 0.753
H 0.427 -0.847 -1.074 0.379 -0.832 -0.480
H -0.277 1.755 0.268 -0.237 -0.171 -0.466
H -0.362 1.418 -1.506 0.482 -0.108 0.198
H -2.168 0.455 0.764 0.190 -0.042 -1.695
H -2.562 1.192 -0.773 -0.805 1.225 -0.462
H -2.489 -0.939 -2.263 -0.027 -0.036 0.607
H 2.249 0.738 0.574 0.603 -0.150 1.068
H 1.874 1.236 -0.902 0.580 0.205 -0.792
H 2.601 -0.334 -0.757 0.554 0.190 0.034
```
Forces are in eV/Å.

Molecular formula: C5H10
Method: DFT, ωB97M-V with the def2-TZVPD basis set

spin multiplicity	1
charge	0
SMILES string	C=CC.C=C
lowest unoccupied orbital energy	1.3	eV
HOMO-LUMO gap	10.887	eV
energy relative to the best compared isomer or geometry (same formula, charge and spin)	41.1	kcal/mol
HOMO energy	-9.60	eV

Geometry as XYZ:
```
15
Properties=species:S:1:pos:R:3:forces:R:3
C -1.082 -0.754 0.902 -0.132 0.136 -0.027
C -1.729 0.354 0.552 0.059 -0.147 0.040
C 1.153 1.603 -0.955 0.103 -0.071 0.106
C 1.848 0.836 -0.124 -0.071 0.114 -0.104
C -0.415 -1.696 -0.059 0.016 -0.006 -0.052
H -1.028 -1.023 1.958 -0.033 0.043 -0.137
H -0.981 -2.632 -0.142 0.085 0.119 0.039
H -1.807 0.655 -0.492 0.018 -0.068 0.155
H -2.205 0.999 1.286 0.065 -0.126 -0.076
H 1.489 1.810 -1.968 0.004 -0.030 0.144
H 0.210 2.049 -0.650 0.160 -0.068 -0.044
H 1.490 0.631 0.882 0.047 0.040 -0.161
H 2.790 0.377 -0.415 -0.114 0.087 0.008
H 0.595 -1.959 0.281 -0.150 0.050 -0.037
H -0.327 -1.250 -1.054 -0.059 -0.073 0.147
```
Forces are in eV/Å.